{"formula": "C44H38Cl5I2N6O2SeTa", "method": "ωB97M-V/def2-TZVPD", "elements": ["Ta", "C", "C", "N", "N", "C", "O", "C", "C", "C", "C", "C", "C", "C", "C", "C", "C", "C", "N", "H", "H", "H", "H", "H", "H", "H", "H", "H", "H", "H", "H", "I", "C", "C", "C", "I", "C", "C", "C", "C", "N", "C", "C", "O", "H", "H", "H", "H", "Cl", "C", "C", "C", "Cl", "C", "Cl", "C", "Cl", "C", "Cl", "C", "C", "C", "C", "N", "C", "Se", "N", "C", "C", "C", "C", "C", "C", "C", "C", "C", "C", "H", "H", "H", "H", "H", "H", "H", "H", "H", "H", "H", "H", "H", "H", "H", "H", "H", "H", "H", "H", "H", "H"], "coordinates": [[2.151310, 0.057479, -0.510319], [1.626999, 1.432637, 3.860378], [1.797948, 1.339952, 2.384505], [1.554596, 0.300274, 1.680769], [1.018036, -0.817175, 2.313881], [0.957504, -1.776284, 1.465780], [1.360351, -1.578610, 0.192638], [0.495646, -3.113472, 1.836168], [0.872380, -4.211686, 1.065956], [0.466393, -5.482879, 1.441381], [-0.329709, -5.649593, 2.568272], [-0.722036, -4.549070, 3.322039], [-0.304422, -3.280607, 2.964073], [2.331115, 2.458139, 1.598811], [2.534461, 3.705873, 2.138137], [3.106103, 4.697126, 1.351167], [3.471675, 4.388272, 0.057725], [3.222049, 3.114107, -0.426613], [2.641825, 2.169080, 0.319867], [1.185946, 0.524341, 4.252727], [1.014598, 2.293001, 4.132064], [2.608556, 1.573180, 4.318846], [1.494854, -4.069397, 0.189966], [0.775880, -6.343362, 0.862660], [-0.642438, -6.642814, 2.863866], [-1.350164, -4.684839, 4.193004], [-0.594872, -2.415359, 3.548318], [2.274054, 3.899955, 3.169467], [3.269703, 5.689205, 1.753305], [3.947423, 5.115432, -0.585504], [3.479319, 2.843383, -1.439470], [4.005614, 2.965782, -4.365366], [2.691717, 1.371090, -4.512264], [2.254598, 0.950318, -5.796065], [1.416907, -0.118609, -5.946083], [0.839370, -0.679029, -7.859311], [0.965704, -0.834989, -4.801112], [0.152374, -1.993323, -4.807318], [-0.164044, -2.613743, -3.630948], [0.294778, -2.073073, -2.417024], [1.018321, -0.979602, -2.372206], [1.389180, -0.381068, -3.547974], [2.261281, 0.709160, -3.407443], [2.598528, 1.003279, -2.117853], [2.603439, 1.489804, -6.666321], [-0.194414, -2.391545, -5.754070], [-0.752756, -3.521514, -3.620223], [0.069325, -2.539520, -1.464498], [3.542964, -1.800321, -1.767230], [4.680108, -1.406663, -0.493322], [4.221881, -0.399722, 0.343080], [5.123868, -0.089944, 1.369741], [4.806954, 1.168954, 2.522959], [6.347045, -0.764371, 1.515873], [7.411337, -0.381580, 2.797976], [6.727492, -1.764244, 0.614938], [8.217768, -2.573107, 0.772711], [5.872312, -2.093680, -0.424428], [6.254718, -3.297966, -1.577011], [-3.590823, 2.062817, -2.577074], [-3.838819, 0.733677, -3.284957], [-3.871309, -0.469047, -2.344825], [-2.507467, -0.808229, -1.719024], [-2.366737, -0.371346, -0.321399], [-1.558408, 0.581065, 0.178267], [-0.190344, 1.479271, -0.771986], [-1.891039, 0.777737, 1.461812], [-1.443669, 1.868210, 2.334112], [-2.531632, 2.908244, 2.571684], [-3.103632, 3.518551, 1.280704], [-4.377717, 2.830877, 0.784249], [-2.875182, -0.141398, 1.832074], [-3.492231, -0.392675, 3.054416], [-4.422186, -1.413614, 3.075747], [-4.732053, -2.151888, 1.919007], [-4.117980, -1.892643, 0.710487], [-3.176423, -0.867917, 0.700406], [-3.613849, 2.892023, -3.285986], [-2.617478, 2.089533, -2.082979], [-4.362148, 2.249479, -1.824564], [-3.076079, 0.567311, -4.055334], [-4.796888, 0.780939, -3.806300], [-4.212394, -1.346852, -2.896803], [-4.606633, -0.294275, -1.553543], [-1.703812, -0.334467, -2.273118], [-2.349081, -1.884431, -1.722325], [-0.595927, 2.334813, 1.839771], [-1.116547, 1.418346, 3.268826], [-2.072284, 3.684591, 3.188960], [-3.339946, 2.477739, 3.168119], [-2.339264, 3.495881, 0.494774], [-3.324304, 4.571169, 1.461059], [-4.198359, 1.800584, 0.458984], [-4.809666, 3.371747, -0.059474], [-5.130754, 2.800851, 1.575846], [-3.257042, 0.176141, 3.945488], [-4.926464, -1.651020, 4.003948], [-5.474306, -2.938657, 1.977582], [-4.360575, -2.460199, -0.179699]], "forces_ev_per_angstrom": [[-0.48, 0.24, 0.79], [-0.04, 0.06, -0.04], [0.00, 0.22, 0.17], [-0.05, -0.56, -0.22], [0.21, 0.53, -0.05], [0.26, -0.12, -0.43], [-0.43, -0.54, 0.53], [-0.10, 0.07, -0.19], [-0.03, -0.06, -0.05], [-0.01, 0.02, 0.03], [0.02, -0.01, -0.03], [-0.02, -0.04, 0.03], [-0.06, 0.03, 0.09], [-0.09, -0.07, -0.01], [0.01, 0.25, 0.12], [-0.02, 0.09, 0.10], [0.04, -0.01, -0.07], [-0.05, 0.00, 0.09], [0.12, -0.30, -0.36], [-0.03, -0.03, 0.01], [-0.02, 0.00, -0.01], [-0.02, 0.01, -0.02], [0.00, -0.01, 0.06], [-0.02, 0.02, 0.01], [-0.01, 0.02, -0.02], [0.03, 0.00, -0.02], [0.02, -0.05, -0.03], [0.00, 0.01, -0.04], [0.02, -0.05, -0.01], [-0.03, -0.02, 0.00], [0.00, 0.01, 0.04], [0.01, 0.00, 0.00], [0.17, 0.19, -0.33], [0.02, 0.03, 0.15], [0.00, -0.01, 0.01], [-0.03, -0.03, -0.06], [-0.13, -0.11, -0.10], [0.02, 0.03, -0.13], [0.00, -0.03, 0.06], [-0.06, -0.03, -0.01], [0.43, 0.23, 0.01], [-0.30, -0.23, 0.35], [0.00, 0.09, 0.65], [0.10, 0.34, -0.97], [0.00, 0.00, 0.03], [0.02, 0.01, 0.06], [0.01, 0.05, 0.01], [0.01, 0.00, -0.04], [0.39, -0.29, -0.07], [-0.15, 0.14, 0.05], [0.00, -0.05, -0.08], [0.08, -0.03, -0.04], [0.12, -0.17, -0.12], [-0.11, 0.09, 0.02], [0.00, 0.06, 0.05], [0.08, 0.06, 0.12], [0.03, -0.01, 0.03], [-0.03, -0.16, -0.18], [0.02, 0.00, 0.02], [-0.14, -0.01, -0.06], [0.02, 0.08, 0.01], [0.04, 0.07, 0.07], [-0.09, 0.06, 0.17], [-0.07, -0.21, -0.19], [-0.21, -0.16, -0.08], [-0.10, 0.24, 0.04], [0.11, 0.00, 0.38], [-0.12, -0.13, -0.09], [-0.05, 0.04, -0.09], [-0.05, -0.09, 0.02], [0.01, 0.00, 0.10], [0.22, 0.33, 0.19], [-0.02, 0.01, 0.05], [0.01, 0.01, -0.03], [-0.01, 0.02, 0.03], [-0.05, -0.06, -0.03], [0.03, -0.05, -0.38], [0.01, -0.04, 0.02], [0.01, 0.00, 0.02], [0.11, -0.06, -0.15], [-0.05, 0.01, 0.04], [0.03, 0.00, -0.02], [0.00, 0.00, 0.01], [0.01, -0.04, -0.02], [0.10, 0.02, -0.08], [0.05, -0.07, 0.01], [0.08, -0.01, -0.04], [0.08, -0.03, 0.09], [-0.03, -0.01, -0.01], [0.01, 0.04, 0.01], [0.00, 0.06, 0.02], [0.00, -0.01, -0.01], [-0.02, 0.09, 0.05], [0.04, -0.02, 0.09], [0.04, 0.00, -0.03], [-0.02, -0.04, -0.05], [0.01, 0.01, -0.05], [0.06, 0.05, 0.01], [0.01, 0.04, 0.06]], "mulliken_charge": [-0.695, -2.033, 0.662, 2.500, -1.491, -0.010, 0.540, 0.242, -0.130, -0.918, -0.456, -0.897, -0.324, 0.095, -0.603, -0.939, -0.835, 0.159, 1.146, 0.419, 0.457, 0.373, 0.440, 0.450, 0.432, 0.452, 0.471, 0.572, 0.534, 0.521, -0.198, 0.136, -0.145, -0.210, -0.333, 0.159, 1.239, -0.991, -1.134, -0.874, 0.986, -0.123, -0.457, 0.388, 0.398, 0.280, 0.575, 0.622, -0.240, 1.458, -1.525, 1.228, -0.174, -0.457, -0.148, 0.772, -0.145, -0.591, -0.173, -0.651, -0.914, -0.779, -0.818, 1.138, 0.440, -0.378, 1.774, -1.146, -0.860, -0.289, -1.085, 0.327, -1.042, -1.058, -0.904, -0.833, 0.234, 0.474, 0.013, 0.089, 0.300, 0.529, 0.359, 0.374, 0.042, 0.508, -0.044, 0.341, 0.474, 0.477, 0.086, 0.439, 0.021, 0.454, 0.411, 0.509, 0.511, 0.486, 0.534], "fmax_ev_per_a": 1.03, "total_charge": 2, "homo_energy_ev": -13.016, "e_above_lowest_kcal_mol": 0.0, "e_tot_ha": -7533.037550, "homo_lumo_gap_ha": 0.2528}